Record 1
{"formula": "C36H54F6O27P", "method": "ωB97M-V/def2-TZVPD", "symbols": ["C", "O", "O", "H", "P", "C", "C", "C", "H", "H", "H", "O", "H", "H", "O", "H", "F", "H", "C", "F", "O", "H", "C", "H", "H", "O", "C", "C", "C", "H", "H", "H", "H", "F", "H", "C", "C", "O", "H", "H", "H", "C", "O", "H", "H", "C", "O", "H", "C", "C", "C", "H", "H", "H", "C", "O", "H", "O", "H", "C", "H", "C", "C", "C", "F", "H", "H", "H", "H", "O", "F", "H", "H", "F", "C", "H", "C", "C", "H", "C", "O", "C", "H", "H", "H", "O", "O", "O", "C", "H", "O", "C", "H", "C", "O", "C", "O", "H", "C", "H", "O", "O", "O", "O", "H", "O", "C", "C", "C", "C", "H", "O", "H", "H", "O", "O", "H", "H", "H", "H", "H", "H", "H", "C"], "xyz": [[-1.2731, 3.7637, -0.2284], [-1.0338, 5.8854, 2.4288], [5.5512, 1.8525, -2.4252], [-2.3681, -0.3069, -2.2189], [0.4088, -0.1929, -0.6601], [-0.2814, 1.5415, 3.2751], [-1.4771, 0.0426, 4.4982], [-2.4224, 2.9202, 3.0975], [3.7038, 1.0275, -2.4688], [5.4938, -0.0755, -0.2632], [0.4936, 4.7577, -2.2676], [-3.9391, 5.5721, -1.2530], [-1.7689, 1.3796, 1.7199], [-2.4166, 3.0344, 4.1814], [0.8302, 4.5938, 2.4577], [-2.1419, -1.8664, 1.1723], [1.1268, 1.2118, -0.3361], [-4.1523, 1.4326, -1.2846], [-1.4786, -3.9018, -3.2003], [0.7239, -0.6430, 0.8892], [-0.3100, 0.7311, 4.4653], [0.7612, 2.9983, -2.0716], [2.2382, 4.8424, 2.3820], [-4.8256, -0.6637, -2.3831], [-3.9800, -2.0999, -3.0678], [-2.3267, 0.5764, 3.5770], [3.4473, -3.0234, 3.8653], [5.9076, 2.5119, -1.3029], [-4.1537, -1.0227, -3.1637], [2.4900, 2.7728, 1.7169], [-0.9960, -1.0919, -3.8771], [3.1616, -1.6839, 1.3972], [4.7058, -3.3025, -0.1841], [0.3855, 0.2223, -2.2239], [0.0227, -2.9629, 0.8647], [2.2951, 6.2628, 1.8063], [-2.8291, -0.2789, -3.2042], [1.0114, -5.6753, -1.6064], [-1.1899, 2.8132, 0.2998], [3.8637, 3.8619, 1.3710], [-4.5318, 2.3940, 0.1034], [2.7709, 3.7775, 1.4070], [0.6459, -6.1215, 2.9704], [-0.4780, 4.4300, 0.1086], [4.8035, -4.8990, 0.5701], [0.7405, -4.3062, -1.8621], [0.8486, -7.6216, -2.6696], [2.9899, 6.9229, 2.3234], [-5.0063, -1.0822, 0.2646], [-0.7412, -3.3710, 1.5262], [-5.2585, 0.4196, 0.3472], [-3.9722, -1.3014, -0.0096], [-5.6578, -1.5421, -0.4756], [-6.2543, 0.6243, -0.0530], [-1.2234, 3.4989, -1.7202], [0.2889, -3.9645, 3.5128], [-3.4397, 2.9016, 2.7054], [-2.2825, 2.5591, -4.9908], [-0.1379, 3.5997, -3.4935], [-0.3456, -2.8524, 2.9148], [-1.2459, -2.5489, 3.4546], [0.1520, 5.7551, 2.3651], [4.7574, 0.6749, -0.5516], [-2.1337, -2.9572, 1.0890], [-1.0356, 0.4357, -0.3213], [3.2332, -4.0251, 0.4229], [5.4978, -0.3864, -3.8151], [6.1485, -0.7856, -2.2446], [-2.3396, -1.6570, -4.8618], [-5.2809, 0.6396, 1.7620], [1.8974, -0.9037, -0.9061], [0.3443, -2.0212, 2.7864], [0.2169, -3.8479, -1.0326], [-0.2882, -1.6051, -0.9662], [5.2315, -0.4863, -2.7672], [4.5939, -1.3522, -2.5691], [0.1728, -5.0610, 2.7334], [4.0365, -1.8297, 2.0400], [-1.5522, -2.8808, -2.8337], [-0.0275, -4.3468, -3.2368], [3.8726, -3.9125, 2.9276], [0.6501, -6.4494, -2.6167], [-2.0336, -4.0283, -4.1315], [-2.9400, -3.3100, 1.7308], [2.5028, 3.8819, 0.3535], [6.6191, 3.4513, -1.2513], [-5.2708, -1.5506, 1.5754], [-3.1100, 1.0714, -3.5524], [-2.3276, 1.4372, -4.6000], [-1.7417, 2.5622, -1.9258], [-0.5427, -4.7770, 1.6301], [-4.2265, 1.3890, -0.1966], [-2.0875, -4.5080, -2.5205], [4.2989, -3.9377, 0.6136], [-1.8026, -0.7934, 5.2709], [4.6884, 0.7499, -2.0921], [-2.5691, 4.3012, -0.0284], [1.7286, -3.8660, -2.0087], [-5.2786, -0.5162, 2.4547], [0.5280, -3.6999, -3.9151], [2.8866, -3.3453, 4.8575], [3.6860, -1.7736, 3.4095], [5.3009, 1.9552, -0.2399], [-2.1398, 4.5738, -2.1739], [0.3994, 0.9787, 2.6315], [0.9667, 6.7584, 2.0198], [-1.9375, -0.7897, -4.3427], [-2.9712, 4.8766, -1.1635], [-1.7282, 1.6103, 2.7849], [4.6423, -3.2056, 1.9292], [0.1457, 2.5051, 3.5499], [-1.7077, 0.3739, -5.1140], [-4.7721, -0.9832, -4.0663], [4.7624, -1.0694, 1.7492], [-5.2846, -0.6074, 3.6341], [0.0535, -5.7250, -3.5747], [2.6672, 4.7349, 3.3790], [3.7606, 0.4426, -0.1856], [-1.9334, 3.7611, 2.6017], [2.5992, 6.2365, 0.7594], [-3.2380, 1.2374, 0.2357], [5.6993, -3.2614, 2.1909], [-2.2873, -3.2422, 0.0481], [0.0770, 3.7702, -2.4389]], "lowdin_charge": [-0.0996, 0.1597, 0.0816, 0.1220, 0.2182, -0.0706, -0.5655, 0.0058, 0.1531, 0.1218, 0.0910, 0.1480, 0.1021, 0.1052, 0.0449, 0.0783, -0.1521, 0.0791, -0.0296, -0.1699, 0.0619, 0.0694, -0.2770, 0.0601, 0.0845, 0.0639, -0.5585, -0.5816, -0.0143, 0.0788, 0.1089, 0.1230, 0.0760, -0.1356, 0.1067, -0.0744, -0.3132, 0.0794, 0.1060, 0.0875, 0.0959, -0.0171, 0.1678, 0.1278, 0.0853, -0.0611, 0.1594, 0.1323, -0.1146, -0.3279, -0.2901, 0.1058, 0.1248, 0.1542, -0.2683, 0.0784, 0.0886, 0.1704, 0.0841, -0.0794, 0.1284, -0.5769, -0.0844, -0.0090, -0.1372, 0.0806, 0.0864, 0.0854, 0.1253, 0.0766, -0.2017, 0.1222, 0.0969, -0.1420, -0.0218, 0.0837, -0.5628, -0.1132, 0.0487, -0.2724, 0.0670, -0.5926, 0.0874, 0.1006, 0.0834, 0.1672, 0.0629, 0.0623, -0.5621, 0.1331, 0.0929, 0.0022, 0.0975, -0.0036, 0.1655, -0.2986, 0.0630, 0.1295, -0.5592, 0.1482, 0.1805, 0.0715, 0.0544, 0.0815, 0.1139, 0.0791, -0.1003, -0.5882, -0.3038, -0.2903, 0.1195, 0.0962, 0.0987, 0.1209, 0.1813, 0.0892, 0.1563, 0.1101, 0.0558, 0.1309, 0.0642, 0.1546, 0.0754, -0.0018], "e_tot_ev": -119096.617, "e_homo_ev": -8.76, "max_force_ev_per_a": 2.8, "charge": -1, "de_lowest_ev": 0.669}

Record 2
{"formula": "C36H54N3O4OsSi", "method": "ωB97M-V/def2-TZVPD", "symbols": ["H", "H", "O", "C", "C", "C", "H", "C", "H", "H", "H", "C", "C", "H", "Si", "H", "C", "H", "O", "H", "H", "H", "H", "C", "H", "H", "H", "C", "H", "C", "C", "N", "C", "H", "C", "H", "C", "H", "H", "H", "H", "C", "H", "C", "H", "C", "C", "C", "H", "C", "C", "H", "H", "H", "H", "C", "H", "H", "C", "C", "C", "H", "H", "H", "H", "H", "C", "H", "H", "H", "C", "C", "C", "O", "H", "H", "H", "C", "H", "C", "H", "Os", "H", "C", "N", "H", "C", "C", "C", "H", "N", "O", "H", "H", "H", "H", "H", "H", "C"], "xyz": [[-4.5605, -0.8178, 1.8685], [0.8564, 2.8979, -0.1494], [-2.0483, -4.0681, 0.6126], [-3.5670, 0.1077, -0.4646], [-4.5157, -1.5890, 1.0961], [2.1460, 4.9428, 0.0122], [-3.1103, 4.4039, 1.1341], [3.7450, 0.2115, -0.3306], [2.4781, -1.0366, 2.5254], [-2.9593, 5.7943, 0.0540], [-0.8955, -2.9261, 4.1497], [-3.2469, 3.9167, -0.9852], [-2.6950, 4.7441, 0.1849], [4.4712, 5.4247, -1.2525], [0.1104, -1.7486, 2.3294], [-4.8986, 1.7407, -0.6950], [-0.5897, -0.0766, 2.7471], [-4.5300, -1.6151, -2.3773], [1.9467, -3.7424, -1.5258], [2.4999, 5.9698, 0.0972], [-5.2594, 3.8480, -0.1399], [-1.9366, -3.0990, 2.7210], [-0.6436, -0.0064, 3.8362], [3.9740, 1.5592, -0.2696], [1.5190, 4.8881, -0.8797], [-5.3037, -2.7632, -1.2848], [5.1119, 3.5805, 1.1562], [-4.4836, -2.0499, -1.3771], [5.4621, -2.2180, -2.0415], [1.0666, -5.9030, -1.1629], [2.3765, -0.1754, -0.2769], [0.0255, -3.8643, -0.3302], [-4.7564, 4.1387, -1.0631], [-6.7746, -1.1649, -0.3316], [0.0067, -6.5794, -0.7074], [-0.8105, 2.8666, -0.8130], [-1.1882, 0.7632, -0.4962], [-6.2501, 0.3735, 0.3385], [-5.3475, -2.2747, 1.2621], [5.0773, 3.7807, -1.4084], [4.5119, 5.2312, 1.2666], [1.6208, 2.1499, -0.2084], [3.7141, -2.1057, -1.8751], [-2.8854, 2.4454, -0.7704], [6.4510, 0.3807, 0.3847], [2.9437, 2.5412, -0.1798], [4.1714, 4.3787, -1.3194], [1.0932, -4.4611, -1.0433], [2.3563, -2.7960, 2.4337], [-2.6189, 4.4061, -2.2982], [4.6358, -1.5290, -1.8626], [3.5870, 4.2498, -2.2310], [-4.9544, 5.1985, -1.2248], [6.3184, 0.5679, -1.3752], [6.9896, -0.9035, -0.6904], [1.8875, -1.8977, 2.8334], [1.8918, -6.3907, -1.6536], [4.9944, 1.9105, -0.2917], [4.8602, -1.8469, 0.6174], [-1.0889, -4.5934, 0.0880], [6.2268, -0.1387, -0.5489], [-0.0756, -7.6540, -0.7939], [4.9322, -1.3618, 1.5927], [3.9746, -2.4762, 0.5964], [-1.5303, 4.3527, -2.2750], [0.0393, 0.7376, 2.3869], [3.3484, 4.0036, -0.0770], [-2.8945, 5.4468, -2.4742], [-3.0993, -6.4432, -0.2450], [-2.0117, -7.7744, 0.2129], [-2.2226, -6.7158, 0.3394], [-2.2028, -0.2144, -0.4094], [4.8563, -0.8166, -0.5181], [-1.7960, -1.4815, -0.2607], [5.7316, -2.4918, 0.5021], [4.6188, -0.8081, -2.6821], [-3.5514, -2.5995, -1.2707], [-4.6408, -0.9641, -0.3022], [-3.5925, -2.1543, 1.2015], [-0.9069, -3.1007, 3.0705], [-1.5988, 0.0609, 2.3566], [0.0909, -1.8292, -0.1506], [-1.6081, 4.6810, 0.2488], [4.2079, 4.1876, 1.1840], [-1.0561, -5.9615, -0.1087], [1.9164, -1.9589, 3.9241], [-6.0415, -0.3657, -0.4368], [-3.8631, 1.4482, -0.6439], [1.3063, 0.7935, -0.2938], [-2.4243, -6.5032, 1.3865], [0.0790, 0.1930, -0.3760], [2.0237, -1.4327, -0.2114], [-0.4783, -4.0844, 2.8819], [1.5311, 4.7362, 0.8900], [-2.9684, 3.8138, -3.1442], [3.6478, 3.9243, 2.0822], [-6.1969, 0.0977, -1.4120], [-5.2060, 3.5898, -1.8916], [-1.5466, 2.0938, -0.6924]], "lowdin_spin": [0.0001, -0.0020, 0.0279, 0.0288, 0.0023, -0.0004, 0.0001, 0.0339, 0.0004, 0.0004, 0.0001, 0.0048, 0.0027, 0.0018, 0.0001, 0.0012, 0.0013, 0.0000, 0.0383, -0.0001, 0.0001, 0.0001, -0.0004, 0.0937, 0.0000, 0.0002, 0.0005, 0.0023, 0.0001, -0.0021, 0.1961, 0.0978, 0.0005, 0.0000, 0.0055, 0.0001, 0.0519, 0.0001, 0.0001, 0.0005, 0.0018, 0.0076, 0.0002, 0.0520, 0.0001, 0.1327, 0.0105, 0.0160, 0.0002, 0.0026, 0.0016, 0.0002, -0.0001, 0.0002, 0.0000, -0.0001, 0.0000, 0.0026, 0.0015, 0.0171, -0.0001, 0.0002, 0.0000, 0.0002, 0.0000, 0.0000, 0.0147, 0.0003, 0.0000, 0.0000, 0.0002, 0.0639, -0.0006, 0.3151, 0.0002, 0.0001, 0.0003, 0.0013, 0.0004, 0.0034, 0.0003, 2.0539, 0.0000, 0.0106, -0.0011, -0.0005, 0.0000, 0.0392, 0.1371, 0.0000, 0.2033, 0.3067, 0.0000, -0.0001, 0.0001, 0.0002, 0.0001, 0.0001, 0.0152], "e_tot_ev": -61210.123, "e_homo_ev": [-10.41, -11.03], "spin_multiplicity": 5, "max_force_ev_per_a": 0.7, "charge": 1, "s_squared": 6.029}